Record 1
DFT (wB97M-V/def2-TZVPD) results for a 6-piece molecular cluster, C20H31N7O16S overall at a distorted geometry.

Results
* net charge: 0
* SMILES: CCCCNc1c(C[SH](=O)=O)c(ON=O)cc2c1C(=O)C=CC2=O.C[N+](=O)[O-].C[N+](=O)[O-].C[N+](=O)[O-].C[N+](=O)[O-].C[N+](=O)[O-]
* HOMO level: -8.55 eV

Last column: Löwdin charge in e.
Positions of all 75 atoms, in Å:
C  -0.93  1.21  -3.68  -0.11
C  -0.09  0.38  -2.65  -0.24
C  -0.72  -1.06  -2.33  -0.18
C  0.35  -2.20  -2.15  -0.16
N  0.81  -2.45  -0.76  0.01
C  0.72  -1.32  0.10  -0.14
C  1.79  -0.32  0.03  -0.08
C  3.03  -0.36  -0.90  -0.18
S  3.88  -1.98  -1.01  0.72
O  3.56  -2.57  -2.32  -0.39
O  3.56  -2.88  0.09  -0.36
C  1.67  0.87  0.89  -0.17
O  2.63  1.92  0.87  -0.07
N  3.27  2.02  2.11  0.03
O  3.72  0.98  2.43  0.07
C  0.53  1.07  1.78  0.07
C  -0.51  0.06  1.84  -0.03
C  -0.43  -1.16  0.99  0.02
C  -1.61  -2.14  1.09  -0.29
O  -1.79  -3.09  0.36  0.08
C  -2.71  -1.93  2.19  0.03
C  -2.79  -0.82  2.96  0.02
C  -1.73  0.27  2.77  -0.31
O  -1.82  1.35  3.34  0.06
H  -0.92  0.65  -4.65  0.07
H  -1.94  1.51  -3.32  0.07
H  -0.36  2.17  -3.86  0.07
H  -0.09  0.97  -1.68  0.09
H  0.99  0.28  -2.93  0.09
H  -1.49  -1.01  -1.51  0.10
H  -1.30  -1.32  -3.27  0.07
H  1.20  -1.98  -2.85  0.10
H  -0.11  -3.16  -2.51  0.13
H  0.41  -3.29  -0.35  0.12
H  3.79  0.36  -0.46  0.10
H  2.83  0.03  -1.93  0.11
H  5.26  -1.80  -1.02  0.08
H  0.46  2.00  2.39  0.13
H  -3.50  -2.71  2.31  0.13
H  -3.60  -0.67  3.71  0.12
C  5.56  0.27  4.75  0.01
N  6.95  -0.07  5.13  -0.44
O  7.85  0.61  4.64  0.06
O  7.11  -1.00  5.90  0.05
H  5.57  1.11  4.06  0.07
H  5.13  -0.61  4.27  0.10
H  5.02  0.53  5.66  0.09
C  -3.38  3.55  1.20  0.05
N  -2.94  3.24  -0.19  -0.44
O  -2.61  2.09  -0.43  0.06
O  -2.94  4.15  -0.99  0.07
H  -3.32  2.65  1.79  0.07
H  -2.70  4.31  1.59  0.11
H  -4.40  3.91  1.14  0.10
C  -4.74  -2.91  -3.90  0.05
N  -3.67  -1.91  -3.67  -0.42
O  -3.76  -1.21  -2.68  0.07
O  -2.78  -1.86  -4.50  0.04
H  -5.46  -2.85  -3.09  0.10
H  -5.21  -2.68  -4.86  0.06
H  -4.27  -3.90  -3.92  0.10
C  -6.40  -0.93  -8.06  0.05
N  -7.17  -1.14  -6.81  -0.43
O  -8.16  -0.45  -6.64  0.09
O  -6.76  -1.99  -6.04  0.03
H  -6.88  -0.15  -8.65  0.10
H  -5.39  -0.64  -7.78  0.10
H  -6.40  -1.87  -8.61  0.10
C  6.08  2.86  8.29  0.05
N  5.29  3.46  7.18  -0.44
O  4.62  4.44  7.43  0.08
O  5.38  2.91  6.09  0.05
H  5.91  3.45  9.19  0.09
H  5.74  1.84  8.43  0.10
H  7.13  2.89  8.01  0.10


Record 2
DFT (wB97M-V/def2-TZVPD) results for one molecule with the formula C20H31NO4.

Results
* net charge: 0
* SMILES: C#CCNC(=O)C1=C[C@@H](C2CCCCC2)[C@H](CCCO)[C@@H](OCC)O1
* HOMO level: -8.90 eV
* ΔE to the lowest compared entry with this formula, charge and spin: 53.2 kcal per mole

Last column: Löwdin charge in e.
Positions of all 56 atoms, in Å:
C  6.83  0.60  -1.92  0.12
C  6.39  0.58  -0.81  -0.12
C  5.81  0.51  0.51  -0.19
N  4.41  0.14  0.46  0.08
C  3.43  0.94  0.94  -0.43
O  3.64  1.99  1.53  0.07
C  2.05  0.42  0.70  -0.17
C  0.98  1.12  1.06  0.04
C  -0.43  0.71  0.77  -0.21
C  -0.39  -0.41  -0.29  -0.18
C  -1.71  -1.15  -0.53  -0.14
C  -2.38  -1.73  0.71  -0.17
H  -1.66  -2.30  1.30  0.11
C  -3.54  -2.65  0.33  -0.27
O  -3.13  -3.76  -0.43  -0.06
H  -2.41  -4.21  0.05  0.07
H  -4.25  -2.12  -0.30  0.12
H  -4.06  -2.98  1.24  0.12
H  -2.77  -0.93  1.35  0.10
H  -1.50  -1.97  -1.22  0.12
H  -2.41  -0.48  -1.04  0.11
H  -0.07  0.02  -1.24  0.16
C  0.72  -1.41  0.09  -0.33
O  0.75  -2.43  -0.84  -0.07
C  1.52  -3.57  -0.48  -0.23
C  0.71  -4.60  0.29  -0.06
H  0.35  -4.19  1.23  0.07
H  -0.14  -4.92  -0.31  0.07
H  1.33  -5.47  0.50  0.08
H  1.86  -3.99  -1.43  0.13
H  2.40  -3.26  0.09  0.12
O  2.00  -0.80  0.09  0.02
H  0.54  -1.80  1.12  0.17
H  -0.87  0.31  1.69  0.15
C  -1.24  1.98  0.40  -0.28
C  -2.75  1.86  0.63  -0.17
C  -3.41  3.23  0.43  -0.20
C  -3.13  3.75  -0.98  -0.21
C  -1.63  3.84  -1.23  -0.20
C  -0.98  2.47  -1.02  -0.16
H  -1.39  1.77  -1.75  0.12
H  0.10  2.55  -1.19  0.12
H  -1.45  4.18  -2.25  0.11
H  -1.19  4.56  -0.55  0.12
H  -3.59  4.73  -1.11  0.11
H  -3.58  3.07  -1.71  0.11
H  -4.49  3.14  0.59  0.11
H  -3.02  3.94  1.16  0.11
H  -3.19  1.15  -0.06  0.10
H  -2.94  1.52  1.65  0.12
H  -0.88  2.76  1.09  0.14
H  1.15  2.06  1.56  0.13
H  4.14  -0.67  -0.07  0.14
H  5.85  1.49  1.00  0.13
H  6.36  -0.22  1.12  0.13
H  7.24  0.64  -2.89  0.02


Record 3
DFT (wB97M-V/def2-TZVPD) results for C20H32AsBF4N5OSV as an isolated structure.

Results
* net charge: +2
* 2S+1: 3
* HOMO level (alpha / beta): -14.56 / -14.56 eV
* ΔE to the lowest compared entry with this formula, charge and spin: 2.2 kcal per mole

Last column: Löwdin charge in e.
Positions of all 66 atoms, in Å:
V  -0.87  -0.27  0.60  0.84
C  0.89  -3.57  2.30  -0.16
C  1.66  -2.32  2.71  -0.39
As  1.48  -0.81  1.49  1.22
C  2.83  -1.09  0.11  -0.38
C  2.40  -2.06  -0.99  -0.15
C  2.16  0.69  2.52  -0.40
C  3.57  0.49  3.06  -0.14
H  1.05  -4.37  3.02  0.09
H  1.22  -3.96  1.33  0.06
H  -0.18  -3.38  2.26  0.05
H  2.73  -2.53  2.80  0.08
H  1.31  -1.96  3.68  0.08
H  3.74  -1.43  0.61  0.08
H  3.03  -0.10  -0.30  0.06
H  2.21  -3.05  -0.59  0.06
H  3.19  -2.15  -1.73  0.08
H  1.51  -1.70  -1.51  0.04
H  1.44  0.86  3.32  0.08
H  2.10  1.56  1.86  0.07
H  3.63  -0.37  3.72  0.07
H  3.88  1.36  3.63  0.08
H  4.30  0.35  2.25  0.07
N  -1.21  -2.21  -0.27  0.05
H  -1.11  -2.21  -1.28  0.08
H  -2.14  -2.56  -0.05  0.09
H  -0.55  -2.89  0.09  0.05
N  -4.07  0.92  4.46  0.23
C  -3.69  -0.22  5.02  -0.44
N  -4.18  -0.59  6.20  0.22
N  -2.82  -1.07  4.45  0.16
C  -2.27  -0.92  3.33  -0.25
N  -1.68  -0.93  2.31  0.06
H  -4.73  1.53  4.92  0.14
H  -3.71  1.23  3.57  0.09
H  -4.83  -0.03  6.71  0.13
H  -3.88  -1.47  6.59  0.14
O  -0.04  0.37  -0.98  -0.64
S  0.28  1.62  -1.87  1.17
C  1.48  1.00  -2.99  -0.39
C  2.79  1.42  -2.73  -0.09
C  3.82  0.94  -3.53  -0.04
C  3.53  0.07  -4.57  -0.04
C  2.22  -0.32  -4.84  -0.04
C  1.18  0.15  -4.05  -0.05
C  -1.17  1.89  -2.83  -0.40
C  -1.37  3.19  -3.26  -0.06
C  -2.49  3.47  -4.05  -0.03
C  -3.38  2.46  -4.36  -0.03
C  -3.17  1.16  -3.90  -0.04
C  -2.06  0.87  -3.13  -0.08
H  2.99  2.12  -1.93  0.12
H  4.83  1.26  -3.35  0.12
H  4.33  -0.29  -5.20  0.12
H  2.01  -0.97  -5.67  0.12
H  0.16  -0.12  -4.28  0.11
H  -0.68  3.98  -2.99  0.12
H  -2.66  4.48  -4.39  0.12
H  -4.25  2.68  -4.96  0.12
H  -3.88  0.38  -4.15  0.12
H  -1.90  -0.14  -2.76  0.10
F  -2.61  0.75  0.21  0.01
B  -2.25  2.01  0.91  -1.15
F  -3.09  2.19  1.97  0.20
F  -2.13  3.01  0.04  0.25
F  -0.91  1.61  1.43  0.00


Record 4
DFT (wB97M-V/def2-TZVPD) results for a 3-piece molecular cluster, C20H32BrFI2NO6 overall at a distorted geometry.

Results
* net charge: +1
* HOMO level: -11.90 eV

Last column: Löwdin charge in e.
Positions of all 63 atoms, in Å:
C  1.53  -2.33  4.87  -0.07
C  2.14  -2.08  3.49  -0.23
C  1.06  -2.01  2.42  -0.17
C  1.58  -1.64  1.04  -0.26
N  2.34  -0.33  1.03  0.17
C  1.57  0.91  0.65  -0.25
C  0.72  1.44  1.80  -0.08
C  1.56  2.19  2.81  -0.35
C  0.72  2.83  3.90  0.00
F  2.43  1.24  3.37  -0.02
C  0.82  0.66  -0.66  -0.67
Br  1.58  1.73  -2.08  0.87
O  0.96  -0.67  -1.07  -0.23
C  0.53  -1.60  -0.10  -0.76
I  0.63  -3.52  -1.10  1.14
C  -0.90  -1.38  0.37  -0.24
C  -1.91  -1.47  -0.78  -0.86
O  -1.82  -0.84  -1.81  -0.01
I  -3.65  -2.67  -0.36  0.90
H  2.23  -2.03  5.64  0.08
H  1.27  -3.38  4.99  0.08
H  0.63  -1.73  4.99  0.08
H  2.87  -2.85  3.25  0.12
H  2.68  -1.13  3.57  0.09
H  0.64  -3.01  2.30  0.14
H  0.24  -1.38  2.75  0.11
H  2.31  -2.39  0.78  0.11
H  2.79  -0.15  1.93  0.15
H  3.08  -0.43  0.34  0.20
H  2.32  1.67  0.46  0.12
H  0.21  0.65  2.34  0.12
H  -0.02  2.11  1.39  0.12
H  2.15  2.97  2.34  0.15
H  0.27  2.05  4.52  0.09
H  1.34  3.45  4.53  0.09
H  -0.09  3.40  3.46  0.09
H  -0.22  0.96  -0.60  0.07
H  -1.19  -2.10  1.13  0.08
H  -1.05  -0.38  0.77  0.12
O  -3.13  4.29  1.67  0.14
C  -3.31  3.39  0.91  -0.48
O  -4.40  2.59  0.98  0.04
C  -4.29  1.53  0.01  -0.15
C  -3.33  2.05  -1.05  -0.13
C  -2.41  2.94  -0.22  -0.07
H  -3.92  0.64  0.53  0.10
H  -5.28  1.31  -0.39  0.13
H  -2.82  1.25  -1.59  0.09
H  -3.87  2.65  -1.78  0.13
H  -1.57  2.39  0.21  0.08
H  -2.03  3.80  -0.77  0.13
O  1.77  -2.03  -7.77  0.14
C  1.24  -1.77  -6.74  -0.48
O  1.73  -2.20  -5.54  0.02
C  0.84  -1.82  -4.48  -0.20
C  0.04  -0.64  -5.02  -0.16
C  -0.03  -0.97  -6.51  -0.07
H  0.20  -2.67  -4.24  0.10
H  1.43  -1.56  -3.60  0.08
H  -0.93  -0.52  -4.54  0.11
H  0.61  0.28  -4.87  0.10
H  -0.88  -1.60  -6.75  0.13
H  -0.04  -0.09  -7.15  0.13


| no. | E (a.u.) |
| --- | --- |
| 1 | -2765.3097 |
| 2 | -1136.3476 |
| 3 | -5132.4462 |
| 4 | -4556.5203 |